C16H23BN6O2ReS2 as an isolated structure, computed with wB97M-V/def2-TZVPD.

Structure (XYZ):
```
51
Properties=species:S:1:pos:R:3:lowdin_charge:R:1
Re 0.0692 -0.4669 0.0044 1.019
S -1.7458 0.7224 0.8848 0.740
S 1.8545 0.5950 0.9198 0.794
O 0.9423 -1.8111 -1.0195 -0.200
O 1.0287 -3.7158 -2.2115 0.168
N -1.5642 -1.6084 -1.1598 -0.050
N -3.1235 2.8430 -0.1306 -0.097
N 3.1317 2.8786 0.1789 -0.095
N -1.2663 2.4697 -1.2096 0.017
N -0.9775 -2.7461 -1.7321 0.041
N 1.3076 2.5548 -0.9710 0.025
C 0.3030 -1.7026 2.1103 -0.280
C -1.9022 3.5352 -1.8181 -0.003
C -0.8838 -2.3719 1.7599 -0.146
C -0.8467 -3.6765 1.2727 -0.042
C 0.4234 -5.7493 0.6316 -0.010
C 0.4029 -2.8395 -1.7098 -0.622
C -4.2019 2.7615 0.8519 0.014
C 4.2278 2.6740 1.1253 0.012
C -2.0399 2.0610 -0.1949 -0.601
C 0.3600 -4.3528 1.1517 -0.234
C 1.8724 3.7408 -1.3944 0.000
C 3.0002 3.9473 -0.6756 0.014
C 1.5489 -3.6991 1.5430 -0.002
C 1.5276 -2.4224 2.0302 -0.086
C -3.0426 3.7824 -1.1370 0.010
C 2.1032 2.0467 -0.0222 -0.578
B 0.0884 1.9012 -1.6422 -0.394
H -3.9851 3.4083 1.6997 0.114
H -1.4936 -3.2804 -2.4152 0.174
H 0.2010 1.8830 -2.8237 0.118
H 2.4854 -4.2381 1.4782 0.139
H -1.9697 -1.0137 -1.8806 0.129
H 1.4373 4.3301 -2.1818 0.140
H 2.4425 -1.9556 2.3715 0.114
H -1.4924 4.0188 -2.6872 0.141
H 4.8280 1.8195 0.8202 0.109
H 0.8973 -5.7511 -0.3532 0.096
H -1.8398 -1.9035 1.9671 0.097
H -1.7709 -4.1850 1.0280 0.128
H 3.7200 4.7463 -0.7028 0.146
H 3.8299 2.5114 2.1244 0.097
H -4.3042 1.7350 1.1924 0.075
H 0.2477 -0.8279 2.7512 0.099
H -2.3117 -1.8898 -0.5294 0.103
H 0.1013 0.6423 -1.3431 0.011
H 4.8454 3.5665 1.1273 0.107
H -0.5652 -6.1943 0.5426 0.092
H -3.8082 4.5241 -1.2832 0.147
H -5.1269 3.0765 0.3774 0.110
H 1.0343 -6.3739 1.2840 0.103
```

Output
HOMO (spin up / spin down) ... -14.657 / -14.647 eV
Net charge ... +2
Expectation value of S² ... 0.758
Energy above the lowest of the compared OMol25 structures with the same formula, charge and spin ... 0.00 kcal per mole
Molecular weight ... 592.55 g mol⁻¹
Multiplicity ... 2
E ... -2001.59849 hartree

---

One molecule with the formula C16H23ClN2O4S, computed with wB97M-V/def2-TZVPD.

Structure (XYZ):
```
47
Properties=species:S:1:pos:R:3:lowdin_charge:R:1
Cl -3.2494 3.2635 1.9171 0.729
S 1.0536 0.1940 1.0483 0.691
O 1.9264 1.1886 1.6194 -0.286
O 3.0178 1.7838 -2.7834 0.052
O -4.2098 0.7111 3.7195 -0.074
O 1.4578 -1.1764 1.1709 -0.270
N 3.6696 1.2723 -0.6753 0.024
N 0.7688 0.6279 -0.5218 -0.197
C -1.2483 1.5495 1.6485 -0.091
C -1.3297 -2.1604 -1.9987 -0.189
C -2.2968 -0.4497 3.2132 0.021
C -0.5501 0.3762 1.8251 -0.282
C -5.1064 1.8038 3.7528 -0.110
C 0.3563 -0.3792 -1.4903 -0.307
C -2.4867 1.7374 2.2493 -0.536
C -0.8325 -1.1711 -0.9471 -0.156
C 1.4855 -1.3329 -1.8885 -0.140
C 2.7718 1.6369 -1.6021 -0.509
C -1.0721 -0.6333 2.6141 -0.047
C -0.2086 -3.1150 -2.3954 -0.204
C 5.0370 0.9471 -0.9972 -0.054
C 0.9864 -2.3323 -2.9289 -0.188
C 1.3654 1.8489 -1.0198 -0.097
C -3.0399 0.7321 3.0540 -0.272
H 0.7237 2.2678 -1.8004 0.136
H -4.6443 2.6944 4.1822 0.077
H 2.3180 -0.7614 -2.3004 0.109
H -0.5096 -1.5433 2.7442 0.119
H 1.7939 -3.0174 -3.1922 0.112
H -5.5048 2.0325 2.7628 0.074
H -1.6327 -0.4840 -0.6617 0.121
H 1.8309 -1.8570 -0.9969 0.109
H 5.1734 1.1048 -2.0664 0.083
H 0.0992 -3.6911 -1.5207 0.117
H -0.8312 2.3307 1.0338 0.110
H -0.5150 -1.7163 -0.0585 0.102
H 1.4325 2.5459 -0.1833 0.119
H -2.7336 -1.2146 3.8353 0.126
H -1.6726 -1.6144 -2.8807 0.116
H -0.5656 -3.8145 -3.1539 0.108
H 5.7224 1.5916 -0.4449 0.084
H -5.9191 1.4737 4.3994 0.095
H 0.6954 -1.7954 -3.8349 0.117
H 0.0330 0.1721 -2.3826 0.162
H 5.2509 -0.0948 -0.7515 0.085
H -2.1775 -2.7209 -1.6002 0.111
H 3.3666 1.1890 0.2876 0.095
```

Output
HOMO ... -8.940 eV
SMILES ... CNC(=O)CN(C1CCCCC1)S(=O)(=O)c1ccc(OC)c(Cl)c1
Energy above the lowest of the compared OMol25 structures with the same formula, charge and spin ... 8.15 kcal per mole
Molecular weight ... 374.89 g mol⁻¹
E ... -1892.33555 hartree

---

C16H23F5GaNO3S as an isolated structure, computed with wB97M-V/def2-TZVPD.

Structure (XYZ):
```
50
Properties=species:S:1:pos:R:3:lowdin_charge:R:1
Ga -0.9925 -0.0750 0.0619 0.795
S -0.7458 2.1924 -1.6425 0.920
F -0.6821 5.0820 -1.1372 0.061
F 2.0298 2.4256 2.7460 0.108
F 0.5525 6.5403 0.9434 0.089
F 1.0846 1.0254 0.6784 -0.034
F 1.9176 5.1852 2.8559 0.118
O -1.2821 -3.0452 -0.9791 -0.263
O -0.1945 -2.3836 1.8686 -0.225
O -0.2481 0.3444 2.9659 -0.299
N -0.1468 0.6476 -1.5998 -0.555
C 0.2860 -3.2688 0.8632 -0.181
C 1.3499 3.1073 1.8076 -0.147
C 0.0179 -0.9027 3.6251 -0.198
C 1.2680 1.4099 -3.4993 -0.084
C 0.7830 -1.7970 2.6951 -0.207
C -1.1390 1.1731 3.7224 -0.086
C -0.9831 -3.7665 0.1979 -0.233
C -2.4098 -3.6591 -1.6435 -0.082
C 0.0117 3.0203 -0.2149 -0.322
C 0.4561 0.2242 -2.8712 -0.689
C 1.2893 4.4952 1.8903 -0.124
C 0.7637 2.3821 0.7763 -0.186
C -0.0661 4.4154 -0.1230 -0.209
C 1.4103 -0.9562 -2.6309 -0.051
C -0.6919 -0.3004 -3.8045 -0.047
C 0.5765 5.1701 0.8678 -0.090
H -0.8966 -1.3887 3.9956 0.134
H -0.7739 -4.8434 -0.0797 0.134
H -2.2802 -3.4400 -2.6896 0.074
H 0.9225 -2.7782 0.0968 0.134
H -2.4130 -4.7654 -1.5042 0.093
H 1.5448 -1.2338 2.1387 0.135
H -1.2567 -1.0173 -3.2562 0.045
H 0.6004 2.2100 -3.8007 0.040
H 1.2531 -2.5748 3.3216 0.134
H 1.7983 1.0447 -4.3721 0.075
H -0.6382 2.0670 4.0723 0.080
H 0.7784 -4.1294 1.2987 0.123
H -3.3802 -3.2438 -1.2863 0.101
H -1.3948 0.4884 -4.1694 0.088
H 0.8571 -1.7328 -2.1470 0.045
H -1.8406 -3.7450 0.8726 0.135
H -1.9633 1.4710 3.0291 0.094
H 0.6784 -0.6861 4.4971 0.138
H 1.8481 -1.3399 -3.5634 0.091
H -1.5763 0.6104 4.5461 0.082
H -0.2830 -0.7881 -4.7024 0.081
H 2.1919 -0.6238 -1.9501 0.083
H 2.0084 1.7529 -2.7674 0.083
```

Output
HOMO ... -7.506 eV
Energy above the lowest of the compared OMol25 structures with the same formula, charge and spin ... 0.00 kcal per mole
Molecular weight ... 474.14 g mol⁻¹
E ... -3726.09730 hartree

---

C16H23MnN2O12 as an isolated structure, computed with wB97M-V/def2-TZVPD.

Structure (XYZ):
```
54
Properties=species:S:1:pos:R:3:lowdin_charge:R:1
Mn -0.6541 -2.6506 3.0566 1.552
O 0.8840 -0.6169 0.0965 0.140
O -0.7236 -1.1950 1.4454 -0.089
O 0.8302 -2.4236 1.2131 0.005
O -0.9738 -1.8785 -3.4639 0.182
O 5.1276 -1.6248 0.8979 0.097
O 5.2826 -3.8223 1.3933 0.119
O 1.0414 3.8874 -0.6966 0.088
O 3.9332 -3.1289 -0.2126 0.101
O 0.5475 6.1019 -0.5437 0.137
O 0.6830 4.6371 1.1997 0.125
O -2.7365 -1.9180 -2.0163 0.090
O -1.6420 -3.8135 -2.5348 0.076
N 0.3483 -1.3667 0.9099 -0.588
N -2.9625 1.2065 0.4083 -0.012
C 0.3872 2.6944 2.4023 -0.017
C -3.7026 1.9133 1.2505 -0.169
C -3.0504 3.1678 -0.3701 -0.127
C 5.3395 -0.0311 -0.6559 -0.037
C -4.4155 -2.7245 -0.5834 -0.032
C -2.4529 1.9661 -0.6013 -0.114
C -2.6588 -4.1786 -1.6694 -0.125
C -2.9736 -2.8679 -0.9531 -0.334
C 0.7691 4.9966 -0.0429 -0.564
C -3.7064 3.1856 0.8144 -0.110
C -1.6760 -2.4596 -2.6914 -0.528
C 1.1266 2.7239 0.0408 -0.125
C 3.7186 -1.9560 -0.8977 -0.127
C 4.2946 -0.8638 0.0026 -0.283
C 4.8786 -2.9121 0.6731 -0.570
C 1.2101 3.3541 1.3843 -0.336
H -3.5361 -4.5968 -2.1630 0.144
H -4.7745 -3.4876 0.1073 0.089
H -4.5551 -1.7866 -0.0457 0.081
H 0.7181 2.8442 3.4300 0.089
H -4.1071 4.0497 1.3235 0.112
H 6.0319 -0.6015 -1.2749 0.095
H -1.8363 1.6262 -1.4202 0.123
H -5.1686 -2.8376 -1.3632 0.105
H -2.5972 0.2653 0.4351 0.112
H 3.4646 -0.3098 0.4412 0.135
H 0.1650 1.6567 2.1534 0.065
H 2.6397 -1.8195 -0.9716 0.105
H 2.0276 2.1941 -0.2684 0.132
H 4.9832 0.5865 -1.4803 0.093
H 6.1001 0.4620 -0.0504 0.098
H -2.7991 3.9980 -1.0136 0.112
H -2.3774 -2.6885 -0.0584 0.120
H -0.5829 3.1637 2.5656 0.099
H 2.2736 3.4067 1.6173 0.168
H -4.2667 1.4278 2.0331 0.110
H 4.0493 -1.9523 -1.9364 0.147
H -2.2694 -5.0162 -1.0908 0.138
H 0.3440 2.0133 -0.2250 0.105
```

Output
HOMO (spin up / spin down) ... -10.603 / -10.599 eV
Net charge ... +1
Expectation value of S² ... 8.754
Molecular weight ... 490.30 g mol⁻¹
Multiplicity ... 6
E ... -2786.30914 hartree

---

C16H23MoN2O4 as an isolated structure, computed with wB97M-V/def2-TZVPD.

Structure (XYZ):
```
46
Properties=species:S:1:pos:R:3:lowdin_charge:R:1
Mo -0.1703 -0.2635 0.6559 1.625
O 0.3649 -2.2715 2.6132 0.046
O -1.7959 0.2746 1.2129 -0.358
O -0.4699 -3.7996 -1.4377 0.160
O -0.5130 -1.9280 -0.2282 -0.242
N 2.0197 3.6534 1.3890 -0.162
N 0.9377 1.4947 0.9777 0.062
C 2.7448 3.9047 2.6436 0.010
C 2.1335 -0.6894 2.8685 -0.066
C 1.6001 -2.7193 -0.9672 -0.138
C 1.8582 4.7628 0.4347 0.009
C 1.4512 2.5194 1.1727 -0.194
C -2.8625 0.0798 2.2208 -0.633
C 0.8760 -1.2528 2.2466 -0.476
C -2.7752 1.2773 3.1468 -0.028
C 4.3660 -2.4252 -0.9302 -0.057
C 2.4153 -3.8211 -1.1852 0.014
C 3.5578 -1.3133 -0.7322 -0.070
C 0.1150 -2.8880 -0.9375 -0.509
C 3.7940 -3.6708 -1.1586 -0.040
C 2.1837 -1.4811 -0.7493 -0.091
C -4.1481 0.0644 1.4152 -0.023
C -2.6301 -1.2285 2.9440 -0.031
H -3.4736 -1.4157 3.6092 0.104
H 4.4293 -4.5316 -1.3171 0.116
H -2.5575 -2.0602 2.2429 0.097
H -4.1512 -0.7715 0.7163 0.096
H -1.7239 -1.2012 3.5474 0.074
H -4.9988 -0.0476 2.0878 0.100
H 2.7954 2.9878 3.2242 0.095
H 1.2430 5.5413 0.8833 0.103
H 1.3834 4.3963 -0.4709 0.102
H 5.4424 -2.3188 -0.9176 0.113
H 1.5648 -0.5752 -0.7147 0.057
H -1.8188 1.2904 3.6723 0.084
H 2.8413 5.1614 0.1919 0.102
H 2.8177 -0.3136 2.1078 0.053
H -4.2666 0.9937 0.8590 0.092
H 3.9943 -0.3343 -0.5845 0.109
H 2.6174 -1.4555 3.4723 0.090
H 1.9558 -4.7837 -1.3639 0.132
H -3.5683 1.2199 3.8928 0.100
H 2.2254 4.6723 3.2153 0.104
H 3.7534 4.2386 2.4073 0.103
H 1.8439 0.1466 3.5112 0.075
H -2.8949 2.2071 2.5908 0.090
```

Output
HOMO (spin up / spin down) ... -11.902 / -11.774 eV
Net charge ... +1
Expectation value of S² ... 2.023
Energy above the lowest of the compared OMol25 structures with the same formula, charge and spin ... 19.07 kcal per mole
Molecular weight ... 403.31 g mol⁻¹
Multiplicity ... 3
E ... -1101.90092 hartree

---

Q: Which of these has the highest molecular weight?
A: C16H23BN6O2ReS2

---

Q: What is the formula in the first record?
A: C16H23BN6O2ReS2